Computed, not measured: a cluster of 2 separate species, C4H12 in total, with ωB97M-V/def2-TZVPD.

## Properties
**SMILES**: CC.CC
**Gap between HOMO and LUMO**: 12.7 eV
**Energy above the lowest of the compared OMol25 structures with the same formula, charge and spin**: 7.33 kcal per mole
**DFT total energy**: -4342.21055 eV

```
16
Properties=species:S:1:pos:R:3:mulliken_charge:R:1
C -2.07992 0.77059 0.64520 -0.70
C -0.92518 0.32499 1.55974 -0.87
H -2.02529 0.36671 -0.35992 0.30
H -2.96673 0.51612 1.22044 0.25
H -1.98737 1.85287 0.56118 0.23
H -0.75628 -0.73989 1.73436 0.34
H -0.91955 0.82231 2.51671 0.36
H 0.02119 0.53010 1.04246 0.11
C 1.97125 -0.05122 -0.94176 -0.97
C 0.88924 -1.08569 -1.27819 -0.57
H 2.15290 0.09639 0.12223 0.29
H 2.88916 -0.37898 -1.42732 0.33
H 1.79104 0.95238 -1.31015 0.30
H 0.06976 -1.00942 -0.56843 0.07
H 1.38064 -2.04936 -1.24060 0.29
H 0.49515 -0.91790 -2.27594 0.23
```